12
Properties=species:S:1:pos:R:3:forces:R:3 method="wB97M-V/def2-TZVPD" e_above_lowest_kj_mol=55.4 gap_ev=11.5 smiles=OCCCCl lumo_ev=0.9 charge=0
O -2.20276 -0.55246 -0.22396 -0.19 -0.07 -0.73
C -1.04348 0.25388 0.02966 -1.24 1.05 -0.37
C 0.27198 -0.44164 0.09097 0.81 -1.66 1.66
C 1.49455 0.49282 -0.08851 -1.51 -1.40 -0.51
Cl 3.06839 -0.42088 -0.08332 -0.90 0.47 -0.46
H -2.71072 -1.14292 0.34697 1.14 0.53 0.86
H -1.15560 1.06989 0.77641 -0.22 -0.93 0.29
H -1.08265 0.81717 -0.88334 0.32 0.53 -0.69
H 0.28829 -1.22960 -0.66811 0.11 0.25 -0.15
H 0.31249 -0.99313 1.04463 0.26 0.14 -0.11
H 1.14275 0.93363 -1.02592 1.57 0.48 -0.27
H 1.61676 1.21324 0.68454 -0.15 0.60 0.47

8
Properties=species:S:1:pos:R:3:forces:R:3 method="wB97M-V/def2-TZVPD" e_above_lowest_kj_mol=237.5 gap_ev="7.9 / 7.2" lumo_ev="-1.3 / -1.5" charge=0
N -0.54473 -1.28597 -0.58934 3.33 0.62 1.90
N 0.93009 1.46543 0.22403 -0.53 -2.50 0.74
O 2.03149 1.04570 0.45245 1.42 -0.21 0.22
O -1.53546 -0.06194 1.27479 -2.32 0.62 1.41
O 0.66224 2.49759 -0.27464 -0.95 1.28 -0.56
S -0.24030 -0.49671 0.93542 1.31 -0.31 -4.15
H -1.47099 -1.42581 -0.84774 -1.91 0.04 -0.30
H 0.16765 -1.73829 -1.17497 -0.35 0.44 0.75

21
Properties=species:S:1:pos:R:3:forces:R:3 method="wB97M-V/def2-TZVPD" gap_ev=8.7 smiles=CCOc1nnc([C@H](C)F)nn1 lumo_ev=-1.0 charge=0
C -2.54739 1.41130 -2.24329 0.32 -0.25 0.16
C -1.07682 1.54634 -2.54210 -0.15 0.35 0.31
O -0.36604 0.30364 -2.44240 -0.30 0.20 -0.86
C -0.01619 -0.00604 -1.20187 -0.15 -0.02 -0.60
N -0.73875 -0.92052 -0.60150 -0.31 -0.83 1.17
N -0.38898 -1.23020 0.63706 -0.78 -0.23 -1.06
C 0.64314 -0.59142 1.13661 -0.04 -0.41 0.73
C 1.04552 -0.89337 2.54725 0.17 0.56 -0.11
C 2.29716 -1.71069 2.62270 -0.09 -0.20 -0.14
F 0.02339 -1.52537 3.19385 -0.44 -0.39 0.34
N 1.38346 0.29524 0.51547 0.30 0.83 -1.15
N 1.03967 0.60460 -0.72159 1.00 0.32 1.20
H -2.69662 1.20832 -1.18982 -0.15 -0.01 0.25
H -3.00336 0.60637 -2.79712 -0.15 -0.19 -0.33
H -3.01309 2.35061 -2.49387 -0.36 0.31 -0.04
H -0.65449 2.25826 -1.84050 0.34 0.13 0.19
H -0.90451 1.96273 -3.51849 0.15 -0.22 -0.55
H 1.18749 0.06619 3.03347 0.12 0.25 0.19
H 2.60510 -1.76195 3.65144 0.28 -0.18 0.39
H 2.10481 -2.70233 2.23434 -0.07 -0.32 0.01
H 3.07650 -1.27169 2.02035 0.29 0.28 -0.10

13
Properties=species:S:1:pos:R:3:forces:R:3 method="wB97M-V/def2-TZVPD" e_above_lowest_kj_mol=405.6 gap_ev=10.9 smiles="C1=NC1.C=C=C" lumo_ev=1.1 charge=0
C -1.79518 -0.81676 0.91975 0.00 0.32 0.25
N -1.83577 0.43267 0.98103 -0.03 -0.47 0.17
C -1.86912 -0.22176 -0.39236 -0.01 0.04 -0.53
H -1.73815 -1.67213 1.58317 0.00 0.15 -0.08
H -2.81452 -0.17884 -0.92918 0.09 0.00 0.08
H -0.97533 -0.11282 -1.00480 -0.11 -0.03 0.12
C 1.90529 -0.69817 -0.84428 -0.02 0.08 0.08
C 1.60876 0.38330 -0.17568 -0.04 0.07 0.06
C 1.26211 1.44167 0.50439 0.03 -0.14 -0.09
H 2.64540 -0.70268 -1.63885 -0.08 0.06 0.10
H 1.40892 -1.63844 -0.61538 0.07 0.11 -0.01
H 1.76159 1.71316 1.43048 -0.01 -0.08 -0.15
H 0.43600 2.07078 0.18170 0.12 -0.12 0.00

21
Properties=species:S:1:pos:R:3:forces:R:3 method="wB97M-V/def2-TZVPD" e_above_lowest_kj_mol=0.0 gap_ev=9.9 lumo_ev=-1.1 charge=0
O 0.92630 -1.02491 0.65644 -0.21 -0.30 0.52
C 1.40028 0.03491 0.95648 0.55 -0.54 -0.46
O 2.31982 0.68158 0.28232 -0.03 0.30 0.23
C 0.88379 0.78949 2.15277 0.42 0.54 0.30
S -0.83237 1.25932 1.79816 -0.59 -0.28 0.41
C -1.31773 0.65744 0.15766 -0.18 -0.27 -0.58
C -2.11346 -0.64549 0.30234 0.03 0.06 0.24
F -2.82988 -0.79586 -0.86026 0.02 0.04 0.34
H 2.27321 0.29492 -0.65009 0.04 -0.03 0.02
H 0.87942 0.18175 3.05342 -0.23 -0.17 -0.12
H 1.46418 1.68808 2.35022 -0.14 0.12 -0.08
H -0.73846 2.58248 1.62034 0.28 0.04 -0.31
H -0.46948 0.51597 -0.51122 0.11 0.10 0.02
H -1.98887 1.40675 -0.26629 0.05 0.20 0.22
H -2.80388 -0.56451 1.14870 -0.16 -0.02 -0.12
H -1.45365 -1.49439 0.46693 0.05 -0.02 -0.29
B 0.87527 -1.15019 -2.56174 -0.13 -0.59 -0.32
F 1.38341 -0.00248 -1.82100 0.15 0.56 -0.25
F 1.75170 -2.20556 -2.36843 -0.02 0.10 0.06
F -0.38848 -1.42182 -2.01403 0.00 0.09 0.06
F 0.77888 -0.78746 -3.89272 -0.01 0.06 0.09

6
Properties=species:S:1:pos:R:3:forces:R:3 method="wB97M-V/def2-TZVPD" e_above_lowest_kj_mol=537.4 gap_ev="7.5 / 7.4" lumo_ev="-1.4 / -1.3" charge=0
N 1.71019 0.07926 -0.26675 3.01 0.48 -1.85
N 0.81164 -0.12295 0.45896 -5.13 -2.56 4.36
N -0.04507 -0.47895 1.17571 3.80 1.03 -1.53
N -1.40064 0.53982 0.14188 -0.13 1.95 -0.06
I -2.60672 -0.75104 -0.49560 -1.37 -1.28 -0.73
H 1.53059 0.73386 -1.01420 -0.18 0.38 -0.18

102
Properties=species:S:1:pos:R:3:forces:R:3 method="wB97M-V/def2-TZVPD" e_above_lowest_kj_mol=0.0 gap_ev=6.9 lumo_ev=2.3 charge=-1
Bi -1.21741 2.02006 -1.55879 0.27 -0.26 -0.12
C 1.93604 0.78313 -1.08538 0.06 0.06 -0.08
N 1.19115 0.90049 -2.35694 -0.01 0.21 0.19
C 0.90932 -0.44138 -2.90091 0.05 -0.04 0.09
C -0.42203 -0.56823 -3.60953 -0.05 0.03 0.00
N -1.55615 -0.62156 -2.68439 -0.07 0.13 0.04
C -2.81879 -0.56514 -3.43008 0.05 0.00 0.08
C -1.53388 -1.73465 -1.75613 0.04 -0.04 -0.03
C -1.59843 -3.03302 -2.26174 0.02 0.02 -0.03
C -1.65204 -4.14290 -1.43584 0.02 -0.02 0.00
C -1.65271 -3.94758 -0.05951 0.03 0.07 0.03
C -1.57247 -2.66714 0.45532 0.03 -0.01 -0.05
C -1.49472 -1.52225 -0.36545 0.01 -0.04 0.10
S -1.35344 0.02346 0.45758 -0.16 -0.12 -0.12
C 1.92435 1.75302 -3.28374 -0.01 0.02 -0.07
C 3.20497 1.34402 -3.65944 0.01 -0.03 -0.03
C 4.00712 2.10195 -4.49019 0.00 -0.01 0.02
C 3.51634 3.31401 -4.96161 -0.02 0.03 -0.02
C 2.25018 3.72864 -4.60223 -0.05 -0.04 0.05
C 1.41151 2.97095 -3.75992 0.07 -0.03 -0.06
S -0.19025 3.64347 -3.46104 0.11 -0.05 -0.14
H 2.22129 1.77702 -0.74655 -0.02 0.00 -0.03
H 2.83572 0.16099 -1.19573 -0.02 0.03 -0.01
H 1.28878 0.34284 -0.33018 -0.09 -0.03 0.01
H 0.92407 -1.14804 -2.06770 0.02 -0.01 0.00
H 1.69605 -0.74061 -3.59912 0.07 -0.03 0.03
H -0.38918 -1.46525 -4.24721 -0.02 0.00 -0.04
H -0.57310 0.29526 -4.26646 0.02 -0.03 -0.03
H -2.90377 -1.37733 -4.16659 0.01 -0.01 0.03
H -2.89158 0.38653 -3.95699 0.01 0.02 0.00
H -3.65459 -0.63787 -2.73569 0.00 0.03 0.02
H -1.61773 -3.17294 -3.33746 -0.01 0.02 0.00
H -1.70198 -5.14046 -1.85573 -0.01 0.03 0.00
H -1.70609 -4.79511 0.61435 0.01 0.02 0.00
H -1.56962 -2.50946 1.52834 0.00 -0.03 -0.01
H 3.58285 0.39913 -3.28325 -0.01 0.04 0.01
H 4.99883 1.75706 -4.75498 -0.01 0.01 -0.01
H 4.12348 3.93611 -5.60957 -0.03 -0.01 0.01
H 1.85872 4.67042 -4.96700 0.04 -0.02 -0.01
O -4.98443 2.82773 -4.58762 -0.12 -0.09 -0.08
C -5.95888 2.80645 -3.65757 0.08 -0.03 0.03
C -7.27896 2.77715 -4.10633 -0.13 0.01 -0.02
C -8.32492 2.73632 -3.20415 0.07 0.01 -0.01
C -8.07344 2.72457 -1.83509 -0.03 0.01 0.04
C -6.76619 2.76375 -1.38694 0.04 0.05 -0.04
C -5.69295 2.81390 -2.27735 0.05 -0.06 -0.01
C -4.28664 2.84304 -1.77665 -0.04 0.20 -0.15
O -3.34220 2.64491 -2.64331 -0.02 -0.10 0.35
N -4.12705 3.08882 -0.50468 -0.11 0.00 0.06
N -2.80268 3.05961 -0.11016 0.06 0.04 -0.07
C -2.58898 3.23989 1.13643 -0.03 -0.01 0.10
C -1.30609 3.19368 1.81525 0.09 0.05 0.03
C -1.35111 3.22027 3.21726 -0.04 0.01 -0.01
C -0.21474 3.20402 3.99561 0.08 -0.02 -0.01
C 1.02903 3.19224 3.35691 -0.07 0.01 0.02
C 1.10841 3.17964 1.98227 0.00 -0.05 -0.03
C -0.04401 3.14470 1.16519 0.09 -0.05 0.09
O 0.12554 3.08726 -0.13319 -0.36 -0.06 -0.06
H -4.13422 2.72604 -4.09589 0.06 0.15 0.08
H -7.45760 2.77909 -5.17483 0.03 0.00 0.03
H -9.34400 2.70652 -3.57039 -0.01 0.00 0.00
H -8.89204 2.68376 -1.12716 0.02 0.00 -0.02
H -6.53683 2.76062 -0.33000 -0.01 -0.01 -0.01
H -3.46559 3.41595 1.76074 -0.01 0.01 0.00
H -2.32547 3.24789 3.69526 0.01 0.00 -0.03
H -0.28478 3.20668 5.07580 0.00 0.02 -0.02
H 1.93987 3.19378 3.94627 -0.01 -0.01 -0.03
H 2.06803 3.17752 1.47832 -0.02 -0.02 0.01
C -0.33149 -3.16901 6.22413 -0.02 0.01 -0.01
C 0.12056 -4.03152 5.23570 0.03 0.00 -0.01
C 0.75756 -3.52758 4.10604 0.04 0.05 0.05
C 0.94964 -2.15645 3.95847 -0.07 0.03 -0.10
C 0.48483 -1.29575 4.95477 0.02 -0.08 -0.03
C -0.14628 -1.79884 6.08449 0.04 0.02 -0.02
Sb 1.77570 -1.26450 2.18747 0.30 -0.07 0.03
C 2.54298 -3.08446 1.30890 -0.12 0.08 -0.08
C 3.60223 -3.82263 1.83490 -0.03 -0.01 -0.03
C 4.05312 -4.96781 1.19115 0.00 -0.01 0.00
C 3.45274 -5.38977 0.01071 -0.04 0.04 -0.01
C 2.40244 -4.65967 -0.52802 0.01 0.02 0.04
C 1.95512 -3.51106 0.11660 0.04 -0.01 0.03
C 3.65614 -0.72053 3.10988 -0.11 0.04 0.08
C 4.09854 -1.23898 4.32694 0.02 0.05 -0.06
C 5.30181 -0.81769 4.88122 0.00 0.00 -0.03
C 6.07395 0.13503 4.22866 -0.03 -0.02 0.01
C 5.64161 0.66453 3.02022 0.00 -0.01 0.01
C 4.43860 0.24105 2.46884 -0.02 -0.09 0.02
H -0.83825 -3.56137 7.09769 0.02 0.00 -0.01
H -0.02216 -5.10087 5.34133 -0.01 0.02 0.00
H 1.11340 -4.20764 3.33914 -0.04 0.00 0.02
H 0.61260 -0.22231 4.84477 -0.04 -0.02 0.01
H -0.50170 -1.11872 6.84960 0.00 -0.03 -0.01
H 4.08616 -3.50130 2.75054 0.00 0.00 -0.01
H 4.87889 -5.53217 1.60905 -0.01 0.01 0.00
H 3.80573 -6.28402 -0.48925 0.00 0.02 0.01
H 1.92595 -4.97789 -1.44783 0.01 0.00 0.01
H 1.13238 -2.94870 -0.31552 -0.01 -0.04 0.02
H 3.49394 -1.97311 4.84939 0.02 0.02 0.01
H 5.63754 -1.23026 5.82588 -0.02 0.01 -0.01
H 7.00636 0.46917 4.66757 -0.01 0.00 -0.02
H 6.23630 1.41562 2.51379 -0.01 -0.02 -0.01
H 4.10520 0.66574 1.52627 0.01 0.02 0.03

Number 1: calculated total energy -17793.4569 eV. Number 2: calculated total energy -19985.4284 eV. Number 3: calculated total energy -17090.7307 eV. Number 4: calculated total energy -6784.3087 eV. Number 5: calculated total energy -33476.0898 eV. Number 6: calculated total energy -14070.3027 eV. Number 7: calculated total energy -96627.5997 eV.